# 1
{"formula": "C12H11I2N3", "method": "ωB97M-V with the def2-TZVPD basis set", "smiles": "C/C(I)=C(\\I)c1cnc2ccc(CN)cc2n1", "spin_multiplicity": 1, "symbols": ["C", "C", "I", "C", "I", "C", "C", "N", "C", "C", "C", "C", "C", "N", "C", "C", "N", "H", "H", "H", "H", "H", "H", "H", "H", "H", "H", "H"], "xyz": [[5.1673, -1.1685, -0.2029], [3.7756, -0.6927, 0.0927], [2.8761, -1.7229, 1.6836], [3.1341, 0.3093, -0.4877], [4.0597, 1.4498, -1.9751], [1.7515, 0.7456, -0.1796], [1.5333, 2.0013, 0.4706], [0.3509, 2.4296, 0.7798], [-0.6966, 1.6184, 0.4554], [-2.0070, 2.0039, 0.7786], [-3.0496, 1.1887, 0.4727], [-2.8531, -0.0520, -0.1772], [-4.0316, -0.9471, -0.4863], [-3.9918, -2.2848, 0.1086], [-1.5817, -0.4366, -0.4983], [-0.4840, 0.3780, -0.1870], [0.7726, -0.0479, -0.4973], [5.4103, -0.9788, -1.2469], [5.8874, -0.6642, 0.4404], [5.2403, -2.2403, -0.0366], [2.3831, 2.6413, 0.6816], [-2.1721, 2.9444, 1.2849], [-4.0597, 1.4826, 0.7281], [-4.1086, -1.0614, -1.5682], [-4.9465, -0.4551, -0.1548], [-3.6840, -2.2147, 1.0726], [-3.2886, -2.8458, -0.3578], [-1.3873, -1.3801, -0.9941]], "atomic_forces_ev_per_a": [[-0.2775, -0.1197, -0.2105], [0.2821, -0.0514, 0.0660], [-0.0896, 0.0189, 0.0540], [-0.1122, -0.1292, 0.1100], [0.0223, 0.1159, -0.1202], [-0.0169, 0.0932, 0.1434], [0.1328, -0.0483, -0.3087], [-0.1084, 0.0617, 0.0677], [0.2515, -0.1712, -0.0122], [-0.0221, 0.2969, 0.1610], [-0.3135, -0.2724, -0.1366], [-0.0600, 0.0055, 0.0640], [-0.0664, -0.0295, 0.0182], [0.2102, 0.0709, -0.0491], [-0.0903, -0.2158, -0.1060], [0.1553, 0.2315, 0.1480], [-0.0047, 0.0312, -0.1198], [0.1136, 0.1019, 0.0264], [0.0586, 0.0183, 0.0176], [0.0518, -0.0124, 0.0846], [0.0181, -0.0081, 0.1049], [0.1155, 0.0698, 0.0004], [-0.0335, 0.0266, 0.0225], [-0.0869, -0.0462, -0.0296], [-0.0318, 0.0355, -0.0140], [-0.1089, -0.0188, 0.0426], [-0.0341, -0.0412, -0.0167], [0.0451, -0.0136, -0.0079]]}

# 2
{"formula": "C4H8O2", "method": "ωB97M-V with the def2-TZVPD basis set", "e_above_lowest_kj_mol": 347.30, "spin_multiplicity": 1, "symbols": ["C", "O", "C", "C", "C", "O", "H", "H", "H", "H", "H", "H", "H", "H"], "xyz": [[1.5429, -0.4802, -0.8097], [0.4387, 0.3875, -0.7496], [-0.7204, -0.1183, -0.1055], [-0.5187, -0.3314, 1.3983], [-1.8771, 0.8741, -0.2407], [-1.4448, 1.9913, -0.7454], [1.2801, -1.4240, -1.3066], [1.9347, -0.7042, 0.1903], [2.3146, 0.0279, -1.3920], [-1.0378, -1.0550, -0.5928], [0.1191, 0.4692, 1.7883], [-0.0614, -1.2953, 1.6346], [-1.4863, -0.2701, 1.9030], [-0.4837, 1.9282, -0.9723]], "atomic_forces_ev_per_a": [[0.2120, -0.1500, 0.0091], [-0.1341, 0.1636, 0.0015], [-0.1949, -0.0532, 0.0638], [0.0256, -0.0289, 0.0938], [0.3188, 0.1220, -0.1369], [-0.0453, -0.1791, 0.0259], [0.0035, 0.1060, 0.0433], [-0.0312, 0.0313, -0.1156], [-0.0736, -0.1114, 0.0882], [0.0094, 0.1545, 0.0785], [-0.1020, -0.0839, -0.0363], [-0.0207, 0.1240, -0.0727], [0.1267, -0.0874, -0.0312], [-0.0941, -0.0076, -0.0114]]}

# 3
{"formula": "C4H7N3", "method": "ωB97M-V with the def2-TZVPD basis set", "e_above_lowest_kj_mol": 371.92, "spin_multiplicity": 1, "symbols": ["C", "C", "C", "C", "H", "H", "H", "H", "H", "H", "H", "N", "N", "N"], "xyz": [[-0.3742, 1.1888, 1.0560], [0.0303, -0.6971, 0.4090], [0.2899, -1.6223, -0.7587], [0.0888, 0.5769, -0.3040], [0.4421, 1.4665, 1.7629], [-1.0827, 2.0558, 1.0200], [-1.8820, -0.1806, 0.8735], [0.8987, -0.7779, 1.0893], [-0.0424, -2.6428, -0.8539], [1.3049, 0.9488, -1.9750], [-0.9069, 0.5958, -0.8771], [-0.9790, -0.1929, 1.3517], [0.9855, -1.0270, -1.6371], [1.2273, 0.3079, -1.1567]], "atomic_forces_ev_per_a": [[0.2684, 0.8535, 0.4351], [1.1626, -0.9668, 0.2841], [-1.3475, -0.5568, 0.8870], [-1.1899, 0.0041, -0.5901], [-0.5397, -0.6083, -0.4196], [0.4567, -0.9203, -0.0609], [-0.0185, -0.0668, 0.2156], [0.2407, -0.1215, -0.4572], [0.2900, -0.2136, -0.2291], [0.0578, -0.9784, 0.7989], [1.2486, 0.1146, 0.0302], [-1.1388, 0.9188, 0.3779], [0.3624, 0.7641, 0.2682], [0.1474, 1.7775, -1.5400]]}

# 4
{"formula": "C30H75In2N5Na2O14P", "method": "ωB97M-V with the def2-TZVPD basis set", "e_above_lowest_kj_mol": 261.63, "total_charge": 5, "spin_multiplicity": 1, "symbols": ["In", "In", "Na", "Na", "P", "O", "O", "O", "O", "C", "O", "C", "C", "N", "C", "C", "O", "C", "H", "H", "H", "H", "H", "H", "H", "H", "H", "H", "H", "H", "H", "H", "H", "C", "O", "C", "C", "N", "C", "C", "O", "C", "H", "H", "H", "H", "H", "H", "H", "H", "H", "H", "H", "H", "H", "H", "H", "C", "O", "C", "C", "N", "C", "C", "O", "C", "H", "H", "H", "H", "H", "H", "H", "H", "H", "H", "H", "H", "H", "H", "H", "C", "O", "C", "C", "N", "C", "C", "O", "C", "H", "H", "H", "H", "H", "H", "H", "H", "H", "H", "H", "H", "H", "H", "H", "C", "O", "C", "C", "N", "C", "C", "O", "C", "H", "H", "H", "H", "H", "H", "H", "H", "H", "H", "H", "H", "H", "H", "H"], "xyz": [[1.3565, -1.1297, 7.0463], [-2.4646, -4.8101, 0.5777], [-3.9760, 2.9501, 4.8224], [0.6323, 5.6991, 3.9924], [-0.5869, 1.2311, 1.2155], [-0.6149, 0.3290, -0.0189], [-1.3558, 0.3019, 2.2568], [-1.2563, 2.6041, 1.2552], [0.7632, 1.2292, 2.0402], [-2.7335, 8.8043, -1.1456], [-2.6771, 8.7815, -2.5270], [-4.0162, 8.8077, -3.2009], [-5.2112, 7.9799, -2.6197], [-4.9341, 6.5930, -2.4355], [-4.6124, 5.9947, -3.6852], [-5.9367, 5.5220, -4.3835], [-5.7119, 5.2465, -5.7206], [-5.7625, 6.2969, -6.6543], [-3.1864, 7.8919, -0.7575], [-3.1800, 9.7584, -0.8655], [-1.7187, 8.7540, -0.7509], [-3.7466, 8.6308, -4.2422], [-4.4561, 9.8041, -3.2419], [-6.1721, 8.1934, -3.0878], [-5.3527, 8.2667, -1.5776], [-4.1659, 6.2807, -1.8589], [-3.9590, 5.1616, -3.4260], [-3.8918, 6.4877, -4.3377], [-6.7585, 6.2348, -4.3157], [-6.2641, 4.6114, -3.8817], [-5.1052, 7.1550, -6.5143], [-6.7633, 6.6174, -6.9440], [-5.3547, 5.7983, -7.5336], [-8.4180, -1.1529, 2.5552], [-7.8098, -2.3772, 2.9784], [-8.4806, -3.0543, 4.0538], [-7.4324, -3.6907, 4.9265], [-6.8545, -4.8954, 4.4627], [-7.7597, -6.0677, 4.6786], [-7.1403, -7.3855, 4.3053], [-6.7840, -7.5534, 2.9398], [-6.3730, -8.8949, 2.8098], [-9.4847, -1.2281, 2.3442], [-7.7757, -0.6829, 1.8104], [-8.4272, -0.3509, 3.2933], [-9.1224, -3.7692, 3.5390], [-9.2054, -2.4634, 4.6138], [-7.9944, -3.7183, 5.8600], [-6.7089, -2.8828, 5.0358], [-5.9562, -4.9979, 4.9127], [-8.6630, -5.9503, 4.0800], [-8.1972, -6.0416, 5.6766], [-7.9209, -8.0750, 4.6265], [-6.2774, -7.4868, 4.9635], [-6.5666, -9.2201, 1.7876], [-6.8609, -9.6780, 3.3901], [-5.3030, -9.0405, 2.9583], [8.5943, -3.3576, 12.5843], [7.8322, -4.4148, 11.9821], [6.4545, -3.8502, 11.9032], [5.5072, -4.8423, 11.0626], [5.5278, -4.4982, 9.6021], [6.8806, -4.5547, 9.1019], [7.1036, -4.4218, 7.6198], [6.7325, -3.1706, 7.0655], [6.7793, -3.1561, 5.6280], [9.5509, -3.6712, 13.0023], [8.0806, -3.0819, 13.5053], [8.6900, -2.4955, 11.9242], [6.3753, -2.8462, 11.4863], [6.1223, -3.8106, 12.9405], [4.4536, -4.7944, 11.3377], [5.7439, -5.9061, 11.0812], [4.9445, -5.2218, 9.2068], [7.3188, -5.4624, 9.5168], [7.1978, -3.5724, 9.4519], [6.6560, -5.2599, 7.0857], [8.1166, -4.7197, 7.3491], [6.2209, -2.2569, 5.3676], [6.3314, -3.9484, 5.0282], [7.8068, -2.9550, 5.3248], [5.2595, 6.6562, -0.7219], [5.4418, 5.6066, -1.6431], [4.3223, 5.2700, -2.4241], [4.6079, 4.0939, -3.3620], [3.4417, 3.5011, -4.0613], [2.8315, 4.4690, -5.0870], [3.7700, 4.4229, -6.3098], [2.8950, 4.6582, -7.4293], [3.5640, 4.6022, -8.6608], [5.0003, 6.1415, 0.2033], [4.4750, 7.2812, -1.1486], [6.2646, 7.0779, -0.7172], [4.2400, 6.0941, -3.1327], [3.3893, 5.2671, -1.8605], [4.8137, 3.2159, -2.7497], [5.2597, 4.1657, -4.2326], [2.7319, 3.0133, -3.5337], [2.6739, 5.4833, -4.7204], [1.8396, 4.1372, -5.3938], [4.4384, 3.5708, -6.4334], [4.5203, 5.2080, -6.2152], [2.9132, 4.4487, -9.5216], [4.4591, 3.9833, -8.7235], [3.7534, 5.6751, -8.6938], [4.7977, -4.2499, -7.6645], [4.3127, -3.7921, -6.4583], [3.6053, -4.7473, -5.6439], [2.6396, -4.0638, -4.5976], [1.3143, -3.6573, -5.1372], [1.3761, -3.0918, -6.5119], [0.0129, -2.2628, -6.9136], [-1.1311, -3.1756, -6.8683], [-2.4203, -2.6114, -6.9939], [5.2951, -3.3521, -8.0315], [3.9285, -4.5316, -8.2588], [5.5056, -5.0381, -7.4084], [4.3477, -5.3176, -5.0856], [3.1702, -5.5037, -6.2970], [3.1619, -3.2288, -4.1307], [2.4724, -4.7470, -3.7649], [1.1052, -2.7886, -4.6662], [1.5469, -3.7798, -7.3399], [2.1838, -2.3814, -6.6886], [0.0622, -1.9481, -7.9561], [-0.3137, -1.4357, -6.2832], [-2.5347, -2.0069, -6.0941], [-3.1064, -3.4581, -6.9717], [-2.5697, -2.0251, -7.9006]], "atomic_forces_ev_per_a": [[0.2742, -0.1988, 0.1448], [-0.1910, -0.1063, -0.1014], [-0.2904, -0.1415, -0.2360], [0.2357, 0.1266, -0.2434], [-0.7740, 0.2006, 1.3688], [0.0947, 1.0726, 0.8457], [1.2057, 0.2612, -0.3302], [0.9933, -0.9944, -0.4743], [-1.6660, -0.2836, -0.6530], [0.4675, 0.3559, 0.2768], [-2.1892, -0.8207, -1.8869], [0.7819, 0.7214, -0.0103], [1.4534, 0.5562, 2.6222], [0.6863, -0.7334, -2.2467], [0.0966, -1.9616, 0.2256], [0.1450, 0.1776, -0.5527], [0.1284, -0.3826, 0.2614], [0.4664, -0.8097, -1.5579], [-0.7057, 0.1534, 0.3452], [-0.3539, -0.2684, 0.7912], [0.1944, 0.3133, -0.2366], [-0.1998, -0.5047, 0.1470], [0.4258, 0.5259, 0.4844], [0.3088, -0.1970, -0.5355], [-0.1580, 0.9806, -0.0365], [-0.3291, 0.9144, 1.0278], [-0.5355, -0.8536, -0.2270], [-0.6709, 1.0406, -0.4002], [0.1848, 0.4646, 0.4247], [0.1077, -0.0847, -0.1208], [0.0069, 0.1303, 0.8051], [-0.2630, 0.0804, 0.5561], [-0.0981, 0.2585, -0.2653], [0.3235, 0.1739, 0.7575], [-0.3330, 1.4413, 0.1282], [-0.3340, -0.4539, -2.0156], [-1.2122, 1.8272, 0.3422], [-0.4939, -0.9951, -0.0576], [0.2405, 1.3728, -1.3191], [-0.3521, 0.7922, 1.0046], [-0.5412, -0.2707, 1.3782], [0.5339, -1.0762, -1.6578], [0.1197, -0.4066, -0.8359], [-0.4326, -0.6346, -0.7032], [0.2490, -0.1716, 1.0430], [-0.0242, -0.5583, 0.2427], [0.4779, 0.6724, 0.1467], [0.3450, -0.7652, 0.8531], [0.4482, -0.2320, 0.1416], [-0.0235, -0.5418, 0.0856], [0.1370, 0.3407, -0.5042], [0.5022, -0.4652, 0.5392], [0.2514, -0.6641, -0.2126], [0.4010, -0.5374, -0.0308], [0.0158, 0.2732, -0.2104], [-0.4548, 0.5757, 0.5793], [0.2559, 0.2990, 0.2893], [-0.1677, -0.4446, 0.9979], [-1.5039, 1.8525, -0.4683], [0.0038, -3.1712, -0.2026], [0.6745, 1.5580, -0.6635], [-1.0609, -0.6912, 0.7103], [-0.3292, 1.7508, -0.4305], [-0.0808, -1.6059, -1.0254], [-0.5887, -0.9961, -0.3590], [0.2994, 1.6378, 0.6194], [0.1578, -0.4662, -0.8559], [-0.2940, 0.5322, 0.0157], [0.1160, -0.0102, -0.0524], [0.4269, 0.0245, -0.2591], [-0.3204, 0.0303, -0.0196], [0.0944, 0.3613, 0.4783], [0.6705, -0.0604, 0.8294], [-0.2418, -0.0239, -0.6310], [0.9396, 0.3390, -0.0671], [1.4198, -0.4685, 0.7021], [-1.1854, -0.0323, -0.2009], [0.7804, 0.7788, 0.5439], [-0.0074, 0.1417, -0.1055], [0.0682, -0.6604, 0.6913], [0.0967, -0.3863, -0.2365], [0.2123, -1.0431, -0.8022], [0.0741, -2.0221, -1.1102], [1.0214, 1.8663, -1.2728], [-1.8175, -3.3209, 0.3442], [-1.5526, 3.3810, -1.2816], [0.8536, -2.3400, 0.7104], [-1.1034, 1.2203, -0.6958], [0.5289, -1.8194, 1.7664], [-0.0486, 1.7672, -0.6939], [-0.1730, 0.7630, 0.5011], [0.1392, 0.6616, 0.6412], [-0.4280, 0.6703, 0.6015], [-0.5684, 0.5703, -0.1784], [-0.1477, -0.7232, 0.1415], [1.3208, 0.2142, 0.2055], [0.9057, 0.8924, 0.9158], [0.1393, -0.0398, 0.3151], [0.4409, 0.0953, 0.2162], [0.1804, -0.3906, 0.0193], [-0.6800, -0.8374, 0.0334], [-0.0566, 0.7378, -0.1569], [-0.3536, -0.5246, 0.4417], [-0.0694, 0.0214, 0.3059], [1.2445, 0.2315, -1.0863], [0.1855, 0.4269, 0.1889], [-1.7883, 0.7178, 3.0179], [0.3004, 0.6745, 0.1485], [0.4514, -1.0166, -1.3127], [1.2818, 1.5558, -1.4179], [-2.5760, 1.0266, -1.1418], [-0.6142, -2.4797, 0.3420], [1.5623, -0.4550, -0.2162], [0.6836, -0.2711, 0.5755], [0.1710, -0.4994, -0.6886], [0.4043, -0.4641, -0.6355], [0.1002, -0.3862, -0.8716], [0.2290, 0.0506, 0.3404], [-0.6901, 0.1027, 0.0051], [0.1232, 0.3690, -0.2539], [-0.0467, -0.3482, -0.1956], [-0.6495, -0.1454, 0.8826], [-0.3235, -0.6755, 0.4510], [0.4734, 0.3404, 0.5722], [0.5111, 0.3571, 0.0003], [0.8218, 0.3656, 0.3151], [-0.6200, 0.4464, -0.0401], [-0.0412, 0.2032, -0.0691], [0.0887, 0.0942, -0.0848]]}

HOMO-LUMO gap for the records above, in order: 8.49 9.38 10.19 0.81 eV
Total energy for the records above, in order: -33293.702 -8369.682 -8727.825 -96841.732 eV